# 1
{"formula": "C34H34N4", "method": "the ωB97M-V functional and the def2-TZVPD basis", "elements": ["N", "N", "N", "N", "C", "C", "C", "C", "C", "C", "C", "C", "C", "C", "C", "C", "C", "C", "C", "C", "C", "C", "C", "C", "C", "C", "C", "C", "C", "C", "C", "C", "C", "C", "C", "C", "C", "C", "H", "H", "H", "H", "H", "H", "H", "H", "H", "H", "H", "H", "H", "H", "H", "H", "H", "H", "H", "H", "H", "H", "H", "H", "H", "H", "H", "H", "H", "H", "H", "H", "H", "H"], "xyz": [[-0.10340, -0.34477, -8.88641], [-2.95004, -3.82429, -0.53656], [2.23571, 3.00150, 4.18697], [2.68776, 3.17652, -2.34647], [-3.71380, -4.16014, 0.66069], [-2.06843, -1.81121, 0.53732], [-1.30014, -0.64683, 0.44239], [1.17270, 1.13199, 3.05147], [0.91829, 1.41055, 5.54797], [0.88040, 1.27440, -2.08319], [-3.44759, -4.46687, -1.76240], [0.67761, 0.70503, -3.54456], [-0.83144, 0.37573, -5.45062], [-2.42025, -4.45464, -2.85517], [-0.62023, 0.59388, -4.05859], [-2.99897, -3.71186, 1.92184], [-2.68348, -2.21642, 1.85093], [-1.85419, -3.04990, -3.08860], [0.89131, 0.46870, 4.35146], [1.22746, 0.98882, 0.63297], [-0.58707, -1.34449, -1.73966], [2.94218, 5.04882, 3.03237], [-1.55404, -2.32492, -1.80436], [1.53916, 0.32432, -5.83029], [0.23319, 0.12711, -6.30364], [3.19173, 4.11938, 4.18747], [0.02271, -0.11944, -7.74503], [1.78164, 2.41522, 3.02849], [2.82305, 4.29700, 1.70306], [0.91084, 0.42737, 1.88939], [2.03530, 3.00473, 1.76960], [0.97251, 0.26375, -0.71982], [1.90118, 2.30500, -2.26189], [1.58374, 2.33596, 0.63935], [-0.32468, -0.59253, -0.59752], [1.76449, 0.53875, -4.44214], [-2.26184, -2.63382, -0.60984], [2.12654, 2.33777, 5.48365], [-3.60744, -3.94587, 2.79419], [2.01437, 5.58941, 3.21898], [-1.58941, 0.10982, 1.19983], [0.00321, -1.09612, -2.63644], [-3.90719, -5.25013, 0.65891], [-1.59462, -5.11114, -2.58671], [-2.53839, -2.47548, -3.75446], [3.08142, 4.64875, 5.14895], [-4.34885, -3.94618, -2.11605], [3.84049, 4.07522, 1.32551], [2.81795, 0.61133, -4.06517], [-0.08305, -0.02349, 4.32178], [-1.85910, 0.28744, -5.82330], [1.55346, 2.92923, -0.27092], [3.73116, 5.79603, 2.99373], [1.88685, -0.34613, -1.11372], [2.08064, 3.12397, 6.26764], [2.39960, 4.97422, 0.94360], [-3.74199, -5.49482, -1.51417], [-4.68783, -3.63297, 0.61604], [0.01914, 2.02849, 5.57565], [3.04917, 1.75017, 5.67719], [-0.93055, -3.12809, -3.68424], [-0.10418, 1.68472, -1.82846], [0.93885, 0.86103, 6.48935], [1.63016, -0.33119, 4.50436], [0.46674, -0.55747, 2.09611], [-3.58953, -1.62805, 2.10971], [2.38039, 0.19092, -6.52249], [-2.83891, -4.85444, -3.77364], [-2.07893, -4.28310, 2.03983], [-1.95775, -1.98585, 2.63778], [4.23139, 3.75315, 4.17261], [-1.46717, 0.70642, -3.35263]], "forces_ev_per_a": [[0.2, 0.5, 2.5], [-0.6, -1.2, 0.0], [0.1, 0.8, 1.2], [-2.0, -2.5, -0.1], [-0.4, 0.4, -0.3], [-0.8, -0.3, -1.3], [0.4, -0.5, -0.3], [0.2, 0.8, -0.2], [0.1, 0.5, 0.0], [-1.4, -1.1, 0.3], [-0.2, 0.5, 0.6], [0.6, 0.3, -0.2], [-0.8, -0.7, 1.5], [0.7, 0.2, -0.1], [-0.1, 0.4, -0.9], [0.1, 0.0, -0.3], [-0.5, 0.4, 0.7], [0.1, 0.0, -0.8], [0.0, -0.5, 0.8], [-1.0, 0.2, -0.9], [0.3, -0.5, -0.1], [-0.5, 0.0, -0.3], [-0.8, 0.3, 0.3], [0.4, -0.8, 1.2], [0.4, 1.0, -0.8], [-0.2, -0.6, 0.2], [-0.1, -0.4, -1.2], [0.7, -0.7, -0.8], [0.3, 0.3, -0.6], [0.6, 0.1, 0.1], [-0.5, 0.0, 1.1], [0.8, 0.1, -0.9], [2.0, 2.4, 0.5], [0.6, 0.2, -0.2], [0.0, 1.2, -0.7], [0.1, 0.1, -0.4], [1.4, 0.1, 0.2], [0.4, -0.1, -0.1], [-0.1, 0.1, 0.0], [-0.1, 0.0, 0.0], [1.3, -0.4, -0.3], [-0.3, -0.9, 0.8], [0.1, 0.5, 0.0], [0.1, -0.1, 0.2], [0.2, -0.1, 0.6], [0.0, -0.1, -0.3], [-0.1, 0.0, 0.0], [-0.4, -0.1, 0.2], [-1.2, 0.1, -0.5], [0.0, -0.1, -0.1], [0.5, 0.1, 0.2], [0.4, -0.3, 0.3], [0.1, 0.0, -0.1], [-1.6, 0.3, 1.5], [-0.1, -0.5, -0.4], [0.0, -0.2, 0.2], [0.1, 0.2, 0.0], [0.0, -0.3, 0.1], [-0.1, 0.0, -0.1], [-0.2, 0.1, 0.0], [-0.2, 0.0, 0.2], [0.4, 0.8, -0.3], [0.0, -0.1, 0.0], [-0.1, 0.1, 0.1], [0.5, 0.4, -0.7], [0.3, -0.2, -0.3], [-0.4, 0.1, 0.4], [-0.1, 0.0, -0.1], [0.2, 0.0, -0.1], [-0.1, 0.0, 0.0], [-0.1, -0.1, -0.1], [0.5, 0.0, -0.8]], "lowdin_charge": [0.142, -0.087, -0.082, 0.173, -0.171, -0.146, 0.001, -0.156, -0.172, -0.160, -0.168, -0.210, -0.018, -0.180, -0.035, -0.174, -0.148, -0.140, -0.157, -0.157, -0.032, -0.181, -0.138, -0.014, -0.237, -0.169, -0.161, -0.111, -0.132, -0.014, -0.131, -0.096, -0.222, -0.007, -0.162, -0.009, -0.111, -0.170, 0.111, 0.116, 0.139, 0.102, 0.125, 0.118, 0.124, 0.119, 0.129, 0.127, 0.131, 0.113, 0.122, 0.081, 0.111, 0.169, 0.122, 0.121, 0.121, 0.131, 0.117, 0.129, 0.119, 0.146, 0.111, 0.127, 0.119, 0.127, 0.122, 0.111, 0.118, 0.107, 0.128, 0.133], "total_charge": 0, "fmax_ev_per_a": 3.22, "e_homo_ev": -7.17, "smiles": "N#Cc1ccc([C@H](C#N)C(c2cc3c4c(c2)CCCN4CCC3)c2cc3c4c(c2)CCCN4CCC3)cc1", "multiplicity": 1}

# 2
{"formula": "C34H34N5O2", "method": "the ωB97M-V functional and the def2-TZVPD basis", "elements": ["O", "O", "N", "N", "N", "N", "N", "C", "C", "C", "C", "C", "C", "C", "C", "C", "C", "C", "C", "C", "C", "C", "C", "C", "C", "C", "C", "C", "C", "C", "C", "C", "C", "C", "C", "C", "C", "C", "C", "C", "C", "H", "H", "H", "H", "H", "H", "H", "H", "H", "H", "H", "H", "H", "H", "H", "H", "H", "H", "H", "H", "H", "H", "H", "H", "H", "H", "H", "H", "H", "H", "H", "H", "H", "H"], "xyz": [[0.80220, 5.28796, 0.64655], [-1.22089, -1.34156, -2.47724], [-0.11196, 1.42882, 0.28355], [-1.34652, 0.14774, 2.15858], [1.27742, 4.45336, -1.47513], [-0.40973, 3.44885, -3.42588], [-1.40321, 0.84469, -3.26900], [-1.71249, -1.83920, -6.99059], [4.46819, 7.26244, -1.52685], [3.64658, 6.19767, -1.15578], [-2.60748, -1.11838, 3.93072], [2.70480, 8.83959, -0.93982], [-3.09417, -1.85156, -7.20299], [1.44228, 4.92450, -2.87053], [-1.21896, -0.91353, 3.27492], [-0.81876, 0.92103, -0.78159], [3.17767, 0.65867, 3.73282], [-3.56541, -0.14787, 3.21515], [1.40520, -0.78180, 2.15599], [1.87524, 7.78565, -0.56053], [-0.26582, 1.08250, 1.93107], [3.97882, 8.57412, -1.45435], [0.57062, 2.59093, 0.01315], [0.14417, 4.76681, -3.63194], [-3.44438, -1.18663, -4.89375], [-0.26840, 2.74664, -2.25482], [-1.52319, -0.56405, -3.37884], [-2.06059, -1.04359, -4.72534], [2.56987, -1.39527, 2.64392], [2.34585, 6.48372, -0.72916], [-1.44004, 1.56202, -4.54632], [1.40003, 5.36634, -0.41638], [2.05785, 1.30642, 3.16533], [3.42366, -0.70218, 3.50920], [-1.19070, -1.45615, -5.74754], [-0.84375, 1.45476, -2.08714], [-2.68892, 0.80379, 2.37960], [1.10717, 0.56328, 2.41674], [0.51613, 3.27676, -1.19829], [-3.95710, -1.57604, -6.14004], [-1.40057, 3.06310, -4.38339], [-1.03785, -2.14544, -7.79194], [1.90980, 2.38311, 3.34922], [-5.03726, -1.67873, -6.26799], [1.13699, 2.97722, 0.85249], [5.48541, 7.06402, -1.86217], [-0.11361, -1.49173, -5.56075], [-4.26032, 0.38410, 3.88506], [-0.52958, 5.60078, -3.32934], [-2.56652, -1.03519, 5.03174], [0.87873, 7.93059, -0.13364], [-1.40548, 0.04863, -0.53991], [-2.95829, -2.13365, 3.70918], [2.80957, -2.40742, 2.32717], [4.33109, -1.17514, 3.91137], [-3.20436, 1.11566, 1.44000], [-4.18318, -0.76814, 2.54572], [-3.49977, -2.10106, -8.18687], [0.33608, 4.89211, -4.70911], [-0.61247, 1.19799, -5.18000], [-1.12540, 3.50741, -5.34599], [-0.50974, -0.54908, 4.04876], [-0.88740, -1.91468, 2.90821], [3.89498, 1.23330, 4.32895], [4.60451, 9.40157, -1.78939], [2.27822, 4.39642, -3.35762], [-2.48577, 1.68565, 3.02262], [-4.10754, -1.01561, -4.04123], [-2.39507, 1.31776, -5.02760], [-2.43002, 3.39444, -4.13334], [0.71131, -1.40261, 1.58235], [-0.41484, 2.15643, 2.29716], [2.34746, 9.86256, -0.81672], [1.66331, 5.99497, -2.86286], [3.99189, 5.15990, -1.17936]], "forces_ev_per_a": [[0.5, -0.3, -1.0], [-0.5, 1.3, -1.1], [-0.5, 1.8, -1.8], [-0.4, 0.2, 0.6], [-0.7, 0.0, 1.1], [0.1, -0.2, 0.6], [0.0, -1.0, 1.3], [0.0, 0.1, 0.3], [-0.2, 0.0, 0.1], [-0.1, 0.5, 0.0], [0.0, -0.1, -0.3], [0.0, -0.1, 0.0], [0.1, 0.0, 0.2], [0.2, -0.3, 0.1], [0.4, 0.1, 0.3], [-0.2, -0.7, 0.5], [-0.2, 0.1, -0.2], [-0.2, -0.4, -0.6], [0.6, -0.3, 0.0], [0.4, -0.1, -0.1], [0.5, -0.1, 0.0], [0.0, -0.1, 0.1], [0.0, -0.4, 0.4], [0.2, 0.5, 0.3], [0.2, 0.0, -0.3], [0.2, 0.3, -0.4], [0.3, -0.6, 0.7], [0.0, -0.6, 0.1], [-0.3, 0.4, 0.1], [-0.1, -0.2, 0.5], [0.0, -0.1, -0.4], [0.1, 0.6, 0.3], [-0.5, -0.3, 0.0], [0.0, 0.4, -0.6], [-0.3, 0.1, 0.0], [0.4, 0.4, 0.1], [0.3, 0.5, 0.6], [0.2, -0.3, 0.0], [0.0, -0.6, -0.3], [0.1, 0.1, 0.3], [-0.7, -0.6, -0.2], [-0.2, 0.1, 0.3], [0.0, -0.6, -0.1], [0.4, 0.1, 0.0], [0.0, 0.1, -0.2], [-0.2, 0.1, 0.0], [-0.3, 0.1, -0.1], [0.4, -0.1, -0.3], [0.0, -0.7, -0.1], [0.0, 0.3, -0.6], [0.4, 0.1, -0.2], [0.1, -0.2, -0.1], [0.2, 0.2, 0.2], [-0.2, 0.1, 0.2], [-0.6, 0.2, -0.2], [0.7, -0.2, 0.6], [0.1, 0.4, 0.1], [0.2, 0.0, 0.4], [0.0, 0.0, 0.3], [-0.3, 0.3, 0.2], [-0.2, -0.1, 0.2], [-0.3, -0.3, -0.6], [0.0, 1.1, 0.0], [-0.4, -0.2, -0.2], [-0.1, -0.2, 0.2], [-0.3, 0.1, 0.2], [-0.3, 0.0, -0.6], [0.1, 0.1, -0.4], [0.4, 0.0, -0.1], [0.5, 0.2, 0.1], [0.3, 0.4, 0.0], [-0.2, -1.5, -0.4], [0.2, -0.2, -0.1], [0.2, -0.4, 0.1], [-0.1, 0.4, -0.1]], "lowdin_charge": [0.094, 0.094, 0.058, -0.081, 0.040, -0.057, 0.042, -0.066, -0.061, -0.039, -0.161, -0.061, -0.075, -0.096, -0.130, 0.047, -0.072, -0.169, -0.064, -0.016, -0.130, -0.067, 0.033, -0.119, -0.032, -0.047, -0.342, -0.186, -0.058, -0.190, -0.114, -0.375, -0.027, -0.069, -0.034, -0.045, -0.156, -0.193, -0.072, -0.067, -0.125, 0.110, 0.116, 0.111, 0.127, 0.110, 0.126, 0.116, 0.150, 0.116, 0.128, 0.123, 0.105, 0.110, 0.115, 0.122, 0.109, 0.111, 0.136, 0.141, 0.135, 0.125, 0.116, 0.110, 0.110, 0.142, 0.118, 0.125, 0.133, 0.149, 0.116, 0.165, 0.112, 0.127, 0.127], "total_charge": 1, "fmax_ev_per_a": 2.59, "e_homo_ev": -11.21, "smiles": "O=C(c1ccccc1)N1CCN2CCN(C(=O)c3ccccc3)c3c[n+]([C@H](c4ccccc4)N4CCCC4)cc1c32", "multiplicity": 1}

# 3
{"formula": "C34H34N5P2PdS", "method": "the ωB97M-V functional and the def2-TZVPD basis", "elements": ["Pd", "S", "P", "P", "N", "N", "N", "N", "N", "C", "C", "C", "C", "C", "C", "C", "C", "C", "C", "C", "C", "C", "C", "C", "C", "C", "C", "C", "C", "C", "C", "C", "C", "C", "C", "C", "C", "C", "C", "C", "C", "C", "C", "H", "H", "H", "H", "H", "H", "H", "H", "H", "H", "H", "H", "H", "H", "H", "H", "H", "H", "H", "H", "H", "H", "H", "H", "H", "H", "H", "H", "H", "H", "H", "H", "H", "H"], "xyz": [[15.07328, 14.24955, 6.50779], [13.63534, 12.84658, 4.82675], [17.10339, 14.07466, 7.56568], [15.21960, 12.05020, 7.59794], [11.18009, 12.34584, 5.61579], [15.29076, 16.21642, 5.89973], [16.84231, 12.44594, 8.05047], [13.16922, 14.96017, 6.55313], [12.00217, 14.27273, 6.54494], [13.94992, 8.76026, 5.51654], [16.70668, 15.03480, 11.51724], [20.27129, 13.33212, 5.19237], [21.16699, 14.53490, 7.02087], [9.86457, 12.51780, 6.29846], [18.75647, 14.12485, 6.91774], [14.23324, 18.41642, 6.04531], [12.99081, 10.32980, 10.54387], [16.88099, 14.27795, 10.34521], [16.34180, 16.84916, 5.33060], [12.35934, 11.44205, 11.08823], [15.13397, 8.28636, 4.91541], [16.29606, 10.18393, 5.95292], [13.96327, 10.49459, 9.53314], [17.05097, 17.08012, 10.36593], [18.96331, 13.63007, 5.61879], [14.37187, 11.81198, 9.10962], [16.76654, 16.39895, 11.56320], [11.68826, 16.92465, 6.69493], [21.35035, 13.78175, 5.88492], [13.93519, 9.79727, 6.43137], [19.88272, 14.65210, 7.62818], [12.67166, 12.73144, 10.65176], [16.29674, 9.04953, 5.10654], [12.20381, 13.18136, 5.77326], [17.28408, 16.36884, 9.18246], [13.68588, 12.91613, 9.70729], [13.00374, 16.26818, 6.53031], [16.43031, 18.25160, 5.18439], [17.21111, 14.96779, 9.13923], [15.17167, 10.53672, 6.68572], [14.21772, 17.00433, 6.20899], [8.75891, 13.17383, 5.46432], [15.35221, 19.04972, 5.51712], [7.93931, 13.58642, 6.04787], [17.50285, 11.68302, 8.00936], [12.91988, 8.27366, 5.36830], [10.01986, 13.09362, 7.24468], [17.18891, 18.11589, 10.34694], [11.71025, 18.03254, 6.57038], [9.59330, 11.53890, 6.70068], [12.97089, 10.12936, 6.82388], [21.98035, 15.00718, 7.50629], [20.52790, 12.79643, 4.28588], [9.27614, 14.04774, 4.95962], [19.71863, 15.16095, 8.52526], [16.68255, 16.86718, 12.52455], [11.20865, 16.61798, 7.63962], [15.37798, 20.13202, 5.40052], [11.67717, 11.33474, 11.98410], [14.01460, 13.89357, 9.48217], [11.25542, 11.64528, 4.90860], [17.38214, 18.64875, 4.95709], [17.23353, 10.69715, 6.10744], [22.39080, 13.56494, 5.61578], [12.10370, 13.61841, 10.97853], [17.72478, 16.95228, 8.36746], [17.22137, 8.86781, 4.53750], [16.94866, 13.17604, 10.27290], [18.10982, 13.35316, 5.01775], [13.38943, 19.03657, 6.32659], [10.93469, 16.57903, 5.94431], [17.13621, 16.23815, 4.92718], [12.69976, 9.37177, 10.83678], [14.46294, 9.59166, 9.14483], [15.10717, 7.36886, 4.36507], [16.43715, 14.38547, 12.36099], [8.33961, 12.52904, 4.64898]], "forces_ev_per_a": [[-0.6, -1.9, -0.6], [0.3, 0.5, 0.3], [1.2, -0.7, 1.0], [0.8, 1.4, 0.2], [-1.5, 0.1, 0.7], [0.3, 3.4, -1.6], [-0.6, -0.6, -0.9], [-2.2, 3.1, -0.2], [0.8, -2.3, -0.8], [-1.6, -0.9, 0.6], [-0.6, -2.8, -0.1], [-0.9, -0.1, -1.0], [-2.2, 0.2, 1.5], [0.2, -0.1, 1.2], [1.8, 0.7, -0.4], [0.1, -0.7, -0.1], [0.9, 1.8, -1.2], [1.1, 1.0, -1.4], [-0.6, 0.7, 0.5], [-0.6, 0.3, 1.3], [0.1, 1.4, 0.8], [-0.2, -1.2, -0.1], [0.2, 0.8, 0.4], [0.2, -1.9, 0.2], [0.8, -0.8, 0.5], [-2.7, -1.5, 1.8], [0.3, 0.3, -1.0], [-1.5, 0.4, -0.6], [1.3, 0.4, 0.9], [1.5, 1.3, -0.4], [0.3, -1.3, -3.1], [0.4, 0.2, -0.4], [-0.2, 0.2, -0.3], [-0.7, 1.3, 0.7], [0.5, 0.4, 0.5], [0.1, -1.8, 0.2], [0.6, -1.4, 0.4], [-0.5, -1.5, 0.6], [-1.0, -0.2, 1.2], [-1.1, -1.5, -0.8], [0.6, 1.0, -0.2], [1.2, 0.7, -1.6], [-0.1, -0.4, 0.5], [0.1, -0.2, 0.2], [0.6, 0.3, 0.4], [1.9, 0.4, -0.1], [0.2, -0.2, -1.1], [0.1, 1.4, 0.1], [0.1, -1.0, 0.5], [-0.2, -0.2, -0.4], [0.5, -0.1, 0.2], [0.8, 0.2, 0.4], [-0.7, 0.0, -0.2], [-0.8, -0.8, 0.4], [0.0, 0.6, 1.3], [-0.2, 0.5, 0.1], [0.4, 0.3, -0.1], [0.0, -0.3, 0.1], [0.6, 0.0, -1.4], [0.0, 1.1, -0.6], [0.1, -0.3, -0.2], [0.7, 0.5, -0.8], [0.1, 0.2, -0.2], [-0.6, 0.1, -0.3], [0.5, -0.6, 0.2], [-0.6, -0.3, -0.2], [-0.5, -0.3, 0.5], [-0.6, 0.8, 0.6], [-0.1, -0.2, -0.1], [0.0, -0.3, 0.0], [0.8, 0.0, 0.3], [0.2, -0.2, 0.4], [-0.2, -1.4, 0.6], [-0.4, 0.6, 0.0], [0.2, -0.1, -0.5], [0.3, 0.8, 0.2], [0.4, 0.4, 0.8]], "lowdin_charge": [0.526, 0.679, 0.839, 0.851, -0.014, -0.040, -0.344, -0.157, 0.012, -0.090, -0.089, -0.079, -0.056, -0.232, -0.358, 0.010, -0.070, -0.080, -0.094, -0.078, -0.057, -0.106, -0.065, -0.058, -0.096, -0.343, -0.067, -0.024, -0.097, -0.114, -0.028, -0.074, -0.059, -0.783, -0.107, -0.097, -0.259, -0.040, -0.359, -0.392, -0.192, -0.087, -0.040, 0.067, 0.071, 0.135, 0.114, 0.086, 0.079, 0.107, 0.102, 0.097, 0.112, 0.085, 0.075, 0.106, 0.097, 0.122, 0.130, 0.070, 0.114, 0.098, 0.082, 0.124, 0.115, 0.109, 0.113, 0.100, 0.092, 0.105, 0.099, 0.107, 0.086, 0.111, 0.100, 0.116, 0.083], "total_charge": 1, "fmax_ev_per_a": 3.78, "e_homo_ev": [-8.78, -10.32], "multiplicity": 3, "s_squared": 2.02}